Entry 1:
{
  "formula": "C20H19ClN2O2",
  "method": "ωB97M-V/def2-TZVPD",
  "elements": ["O", "C", "N", "C", "C", "C", "C", "C", "C", "C", "C", "Cl", "C", "O", "N", "C", "C", "C", "C", "C", "C", "C", "C", "C", "C", "H", "H", "H", "H", "H", "H", "H", "H", "H", "H", "H", "H", "H", "H", "H", "H", "H", "H", "H"],
  "positions_angstrom": [[-1.544, -2.363, 1.138], [-1.883, -1.418, 0.456], [-1.008, -0.575, -0.173], [0.388, -0.662, -0.217], [1.089, -1.721, 0.206], [2.539, -1.859, 0.102], [3.052, -3.033, -0.453], [4.410, -3.226, -0.605], [5.300, -2.251, -0.188], [4.822, -1.091, 0.395], [3.458, -0.907, 0.537], [2.920, 0.523, 1.337], [1.043, 0.498, -0.916], [1.817, 0.336, -1.842], [0.651, 1.727, -0.514], [0.004, 2.062, 0.741], [0.679, 3.367, 1.158], [0.913, 4.053, -0.186], [1.305, 2.893, -1.097], [-3.320, -1.087, 0.222], [-4.227, -2.144, 0.240], [-5.574, -1.916, 0.035], [-6.033, -0.626, -0.174], [-5.141, 0.434, -0.169], [-3.790, 0.208, 0.025], [-1.405, 0.148, -0.755], [0.562, -2.575, 0.607], [2.355, -3.789, -0.783], [4.776, -4.139, -1.050], [6.363, -2.393, -0.305], [5.503, -0.329, 0.744], [0.129, 1.267, 1.477], [-1.069, 2.233, 0.581], [0.064, 3.954, 1.836], [1.632, 3.149, 1.640], [1.687, 4.815, -0.141], [-0.011, 4.516, -0.537], [0.978, 3.025, -2.131], [2.387, 2.725, -1.107], [-3.851, -3.140, 0.416], [-6.268, -2.743, 0.042], [-7.086, -0.444, -0.332], [-5.500, 1.442, -0.315], [-3.116, 1.053, 0.055]],
  "forces_ev_per_a": [[0.0, -0.1, 0.0], [0.0, 0.1, 0.0], [0.0, 0.3, -0.2], [0.3, -0.7, 0.1], [-0.4, 0.2, 0.0], [0.4, 0.1, -0.1], [0.0, 0.1, 0.1], [0.0, -0.1, 0.0], [0.0, 0.0, 0.0], [0.0, 0.0, 0.0], [0.1, -0.4, -0.1], [0.1, 0.4, 0.4], [-0.2, 0.0, -0.2], [0.1, -0.1, 0.0], [-0.1, 0.2, -0.1], [-0.2, 0.0, 0.5], [-0.1, 0.0, -0.1], [0.0, -0.1, 0.0], [0.2, 0.1, -0.4], [-0.4, -0.1, 0.0], [0.2, 0.0, 0.0], [0.0, 0.0, 0.0], [0.0, 0.1, 0.0], [-0.1, 0.1, 0.0], [0.1, -0.1, 0.0], [0.0, -0.1, 0.1], [-0.1, 0.1, 0.0], [-0.1, -0.1, 0.0], [0.0, -0.1, 0.0], [0.1, 0.0, 0.0], [0.0, 0.1, 0.0], [-0.1, 0.0, -0.1], [0.0, 0.0, 0.1], [0.0, 0.0, 0.1], [0.0, 0.0, 0.1], [0.0, 0.1, -0.1], [0.0, 0.0, 0.0], [0.1, 0.0, 0.1], [-0.1, 0.0, 0.0], [0.0, -0.1, 0.0], [0.0, -0.1, 0.0], [-0.1, 0.0, 0.0], [0.0, 0.1, 0.0], [0.1, 0.1, 0.0]],
  "nbo_charge": [-0.592, 0.671, -0.608, 0.085, -0.233, 0.012, -0.191, -0.212, -0.202, -0.226, -0.041, -0.010, 0.648, -0.602, -0.441, -0.216, -0.407, -0.413, -0.216, -0.169, -0.155, -0.209, -0.194, -0.231, -0.143, 0.409, 0.257, 0.215, 0.215, 0.216, 0.225, 0.229, 0.177, 0.218, 0.209, 0.222, 0.200, 0.210, 0.212, 0.235, 0.218, 0.216, 0.215, 0.194],
  "de_lowest_kj_mol": 47.6,
  "e_tot_ev": -40646.844,
  "orbital_gap_ha": 0.321
}

=====

Entry 2:
{
  "formula": "C20H19N2O7RuS",
  "method": "ωB97M-V/def2-TZVPD",
  "elements": ["Ru", "O", "C", "O", "C", "C", "C", "C", "C", "O", "C", "C", "O", "O", "H", "H", "H", "H", "H", "H", "H", "H", "C", "C", "C", "C", "C", "C", "C", "S", "O", "O", "N", "C", "C", "C", "C", "C", "N", "H", "H", "H", "H", "H", "H", "H", "H", "H", "H", "H"],
  "positions_angstrom": [[-0.350, 0.210, 2.095], [-1.521, 2.543, 4.826], [-1.677, 2.093, 3.722], [-1.788, 0.816, 3.403], [-1.793, 3.053, 2.535], [-2.438, 2.369, 1.343], [-2.786, 3.396, 0.263], [-1.382, 3.739, -0.315], [-0.468, 2.870, 0.549], [-1.301, 1.681, 0.738], [-0.410, 3.457, 1.951], [0.768, 2.935, 2.735], [1.544, 3.698, 3.242], [0.872, 1.618, 2.815], [-2.353, 3.911, 2.899], [-3.212, 1.653, 1.590], [-3.294, 4.259, 0.688], [-3.435, 2.951, -0.490], [-1.128, 4.793, -0.224], [-1.299, 3.450, -1.362], [0.472, 2.583, 0.107], [-0.268, 4.535, 1.926], [0.032, -2.858, -5.579], [0.485, -2.226, -4.291], [-0.391, -1.463, -3.520], [0.035, -0.849, -2.355], [1.357, -1.002, -1.958], [2.241, -1.779, -2.689], [1.797, -2.388, -3.853], [1.920, -0.145, -0.521], [3.255, -0.581, -0.237], [1.653, 1.248, -0.700], [0.881, -0.670, 0.631], [1.002, -1.905, 1.213], [1.818, -2.985, 0.866], [1.706, -4.138, 1.611], [0.816, -4.207, 2.687], [0.072, -3.093, 2.986], [0.159, -1.975, 2.255], [-0.923, -2.449, -5.906], [-0.083, -3.937, -5.463], [0.767, -2.690, -6.366], [-1.418, -1.343, -3.843], [-0.638, -0.252, -1.753], [3.262, -1.889, -2.348], [2.481, -2.991, -4.438], [2.533, -2.883, 0.064], [2.323, -4.992, 1.366], [0.718, -5.102, 3.282], [-0.613, -3.071, 3.822]],
  "forces_ev_per_a": [[-0.1, 1.5, -1.4], [-0.1, -0.3, 0.2], [-0.1, 0.5, -0.3], [0.8, -1.0, 0.1], [-0.1, -0.3, 0.2], [-0.4, 0.5, -0.2], [0.2, -0.1, -0.1], [-0.1, -0.2, 0.0], [-0.3, 0.7, -0.3], [0.8, -0.8, 0.9], [0.1, 0.2, 0.1], [-0.5, 0.2, -0.1], [0.4, -0.3, 0.1], [0.0, -1.3, -0.1], [0.0, 0.1, -0.1], [0.0, -0.1, 0.0], [0.0, 0.0, 0.0], [0.0, 0.0, 0.0], [0.0, 0.0, 0.0], [0.0, 0.0, 0.0], [0.0, -0.1, 0.0], [-0.1, 0.0, -0.1], [0.0, 0.0, 0.1], [0.0, 0.0, 0.0], [0.0, 0.0, 0.0], [0.1, 0.0, 0.0], [0.0, 0.0, 0.0], [0.0, 0.0, 0.0], [0.0, 0.0, 0.0], [-0.1, -0.3, 0.2], [0.0, -0.1, 0.0], [0.0, 0.1, -0.1], [-0.3, 0.7, 0.6], [0.1, -0.3, -0.1], [0.1, 0.0, -0.1], [0.0, 0.1, 0.0], [0.0, -0.1, 0.0], [-0.1, 0.1, 0.1], [-0.1, 0.5, 0.7], [0.0, 0.0, 0.0], [0.0, 0.0, 0.0], [0.0, 0.0, 0.0], [0.0, 0.0, 0.0], [0.0, 0.0, -0.1], [0.0, 0.0, 0.0], [0.0, 0.0, 0.0], [0.0, -0.1, 0.0], [0.0, 0.0, 0.0], [0.0, 0.0, 0.0], [0.0, 0.0, 0.0]],
  "nbo_charge": [1.400, -0.568, 0.788, -0.742, -0.371, 0.098, -0.435, -0.414, 0.061, -0.503, -0.353, 0.787, -0.562, -0.643, 0.254, 0.233, 0.223, 0.220, 0.224, 0.222, 0.278, 0.251, -0.633, 0.011, -0.223, -0.121, -0.386, -0.169, -0.216, 2.358, -0.936, -0.952, -0.919, 0.404, -0.293, -0.108, -0.297, 0.087, -0.554, 0.219, 0.226, 0.225, 0.214, 0.224, 0.243, 0.217, 0.251, 0.226, 0.232, 0.219],
  "multiplicity": 2,
  "de_lowest_kj_mol": 88.3,
  "e_tot_ev": -51777.394,
  "orbital_gap_ha": [0.272, 0.284]
}

=====

Entry 3:
{
  "formula": "C20H19N3O2S",
  "method": "ωB97M-V/def2-TZVPD",
  "elements": ["C", "C", "C", "C", "S", "C", "C", "N", "C", "C", "N", "C", "N", "C", "C", "C", "C", "C", "C", "C", "C", "C", "O", "O", "C", "C", "H", "H", "H", "H", "H", "H", "H", "H", "H", "H", "H", "H", "H", "H", "H", "H", "H", "H", "H"],
  "positions_angstrom": [[-1.907, 4.762, -1.792], [-1.430, 3.365, -2.120], [-2.191, 2.525, -3.050], [-1.642, 1.273, -3.211], [-0.095, 1.092, -2.405], [-0.245, 2.743, -1.729], [0.793, 3.285, -0.792], [0.861, 2.373, 0.345], [0.142, 2.728, 1.553], [2.002, 1.620, 0.466], [3.122, 2.321, 0.634], [4.216, 1.609, 0.894], [4.295, 0.272, 0.927], [3.161, -0.381, 0.826], [3.191, -1.726, 1.000], [1.984, -2.476, 0.998], [0.730, -1.892, 0.848], [-0.463, -2.809, 0.903], [-1.704, -2.436, 0.507], [-2.486, -3.598, 0.485], [-1.692, -4.622, 0.902], [-2.149, -6.037, 1.078], [-1.086, -6.948, 0.982], [-0.434, -4.134, 1.192], [0.701, -0.481, 0.676], [1.919, 0.258, 0.650], [-1.262, 5.289, -1.115], [-2.064, 5.334, -2.702], [-2.893, 4.722, -1.293], [-3.126, 2.821, -3.524], [-2.103, 0.486, -3.807], [0.431, 4.266, -0.472], [1.743, 3.438, -1.309], [-0.915, 2.945, 1.355], [0.630, 3.640, 1.990], [0.181, 1.959, 2.329], [5.083, 2.191, 1.051], [4.188, -2.178, 1.026], [2.075, -3.551, 1.152], [-2.052, -1.462, 0.162], [-3.505, -3.669, 0.193], [-2.643, -6.144, 2.023], [-2.849, -6.251, 0.254], [-0.262, -6.568, 1.368], [-0.247, 0.047, 0.552]],
  "forces_ev_per_a": [[-0.7, -0.8, 0.2], [0.8, -1.0, -0.9], [0.9, -0.7, 1.0], [-0.1, 0.9, -0.1], [-1.3, 1.4, 0.1], [-1.5, 0.1, -1.0], [-0.9, -0.1, 0.1], [-1.1, 0.1, -0.7], [0.5, 1.1, 0.3], [0.6, 2.2, 1.4], [-0.4, -0.6, -0.4], [-0.4, -2.0, -0.7], [2.1, 3.0, 0.4], [-1.3, 0.5, 0.1], [-1.5, -3.6, -0.4], [3.0, 0.3, 0.3], [-0.3, 0.5, 0.5], [0.1, 2.6, -0.6], [-0.2, 0.7, -0.4], [0.5, -0.7, 0.4], [-1.0, 1.1, -0.4], [1.3, 0.4, -0.5], [1.2, -0.3, 0.2], [-0.1, -0.7, -0.2], [-0.3, -1.4, 0.0], [-0.8, -1.6, 0.0], [0.5, 0.3, 0.1], [0.2, 0.1, -0.1], [0.3, -0.1, -0.2], [0.2, 0.0, 0.2], [0.5, 0.1, 0.2], [0.3, 0.0, 0.1], [0.1, -0.2, 0.4], [0.2, 0.0, -0.1], [-0.5, -0.5, -0.1], [0.1, -0.2, -0.3], [1.1, 0.3, 0.2], [-0.6, -0.1, 0.3], [-0.2, 0.2, -0.1], [0.4, -0.3, 0.2], [-0.6, -0.2, -0.2], [-0.5, -0.1, 0.7], [0.2, 0.0, 0.4], [-1.0, -0.3, -0.4], [0.4, -0.1, 0.0]],
  "nbo_charge": [-0.632, -0.060, -0.260, -0.388, 0.378, -0.160, -0.252, -0.499, -0.400, 0.442, -0.480, 0.255, -0.440, 0.140, -0.189, -0.160, -0.089, 0.261, -0.272, -0.307, 0.256, -0.092, -0.711, -0.414, -0.152, -0.106, 0.214, 0.224, 0.219, 0.222, 0.236, 0.207, 0.232, 0.205, 0.183, 0.216, 0.178, 0.232, 0.221, 0.230, 0.225, 0.176, 0.200, 0.477, 0.233],
  "de_lowest_kj_mol": 227.5,
  "e_tot_ev": -40446.939,
  "orbital_gap_ha": 0.279
}

=====

Entry 4:
{
  "formula": "C20H19N5O7S",
  "method": "ωB97M-V/def2-TZVPD",
  "elements": ["O", "C", "C", "N", "C", "N", "C", "C", "C", "N", "O", "O", "C", "C", "C", "C", "O", "N", "C", "C", "C", "C", "C", "S", "O", "O", "N", "C", "C", "O", "C", "C", "C", "H", "H", "H", "H", "H", "H", "H", "H", "H", "H", "H", "H", "H", "H", "H", "H", "H", "H", "H"],
  "positions_angstrom": [[-3.318, -0.731, -2.846], [-2.931, 0.192, -2.168], [-2.741, 1.604, -2.767], [-1.337, 1.890, -3.000], [-0.781, 1.684, -4.226], [0.433, 1.920, -4.542], [1.263, 2.427, -3.582], [2.592, 2.719, -3.906], [3.421, 3.230, -2.930], [4.799, 3.537, -3.265], [5.503, 3.971, -2.382], [5.154, 3.339, -4.404], [2.977, 3.465, -1.624], [1.674, 3.179, -1.298], [0.808, 2.664, -2.269], [-0.574, 2.352, -1.931], [-1.065, 2.465, -0.820], [-2.603, 0.152, -0.857], [-2.619, -0.941, 0.010], [-3.076, -2.206, -0.357], [-3.068, -3.240, 0.563], [-2.600, -3.037, 1.852], [-2.148, -1.780, 2.204], [-1.441, -1.508, 3.829], [-1.944, -2.494, 4.735], [-1.557, -0.120, 4.161], [0.185, -1.821, 3.621], [0.918, -0.884, 2.804], [2.413, -1.114, 3.042], [2.767, -2.447, 2.758], [2.048, -3.348, 3.568], [0.540, -3.195, 3.351], [-2.149, -0.734, 1.308], [-3.275, 1.646, -3.717], [-3.136, 2.355, -2.078], [-1.440, 1.287, -4.987], [2.952, 2.545, -4.908], [3.669, 3.866, -0.900], [1.291, 3.348, -0.303], [-2.233, 1.014, -0.453], [-3.439, -2.369, -1.358], [-3.432, -4.213, 0.269], [-2.595, -3.822, 2.591], [0.620, 0.119, 3.110], [0.693, -1.031, 1.735], [3.012, -0.490, 2.377], [2.651, -0.876, 4.088], [2.381, -4.347, 3.283], [2.279, -3.167, 4.627], [-0.023, -3.820, 4.043], [0.291, -3.470, 2.313], [-1.806, 0.237, 1.631]],
  "forces_ev_per_a": [[-0.1, -0.3, -0.2], [0.1, 0.7, -0.1], [-0.4, -0.3, 0.1], [0.2, 0.2, 0.4], [0.3, -0.1, -0.5], [-0.1, -0.2, -0.7], [0.0, 0.2, 0.9], [0.3, 0.1, 0.1], [-1.2, -0.3, 0.1], [0.4, 0.1, -0.1], [0.2, 0.1, 0.2], [0.2, 0.0, -0.3], [0.1, 0.0, 0.0], [-0.1, 0.0, -0.1], [0.4, 0.0, -0.3], [-0.1, 0.0, -0.1], [0.0, 0.2, 0.2], [0.1, 0.3, 0.4], [0.0, -0.4, 0.2], [-0.1, 0.0, -0.2], [0.1, 0.1, 0.2], [-0.1, -0.2, 0.1], [0.2, 0.1, 0.6], [0.3, 0.0, 0.0], [0.0, -0.2, -0.3], [0.1, 0.1, -0.3], [-0.9, 0.2, 0.4], [0.4, 0.4, -0.2], [-0.3, 0.2, 0.0], [0.1, -0.1, -0.2], [-0.3, -0.1, 0.1], [0.3, -0.6, 0.0], [-0.1, 0.1, -0.2], [0.1, 0.0, 0.1], [0.1, 0.0, -0.2], [-0.2, 0.0, 0.0], [0.0, 0.0, 0.0], [0.0, 0.0, 0.0], [0.0, 0.0, 0.1], [-0.1, -0.2, -0.3], [0.0, 0.0, 0.0], [0.0, -0.1, 0.0], [0.0, -0.2, 0.0], [0.2, 0.1, -0.1], [0.0, 0.0, 0.1], [-0.1, 0.0, 0.1], [0.0, 0.0, -0.1], [-0.1, 0.0, 0.1], [0.0, -0.1, 0.0], [0.1, -0.2, -0.1], [0.0, 0.0, 0.1], [0.0, 0.2, 0.0]],
  "nbo_charge": [-0.592, 0.667, -0.307, -0.411, 0.308, -0.470, 0.240, -0.191, 0.044, 0.526, -0.364, -0.361, -0.204, -0.140, -0.193, 0.670, -0.637, -0.637, 0.232, -0.249, -0.184, -0.218, -0.323, 2.336, -0.933, -0.937, -0.667, -0.268, -0.072, -0.520, -0.073, -0.268, -0.247, 0.238, 0.243, 0.203, 0.263, 0.256, 0.244, 0.440, 0.258, 0.223, 0.242, 0.239, 0.182, 0.199, 0.172, 0.201, 0.171, 0.240, 0.185, 0.241],
  "de_lowest_kj_mol": 0.0,
  "e_tot_ev": -53664.713,
  "orbital_gap_ha": 0.291
}